# 1
Entry from the OMol25 dataset: 4 unconnected molecules or ions with the total composition C39H72Br2NO3 in a non-equilibrium geometry (ωB97M-V with the def2-TZVPD basis set).

As for the orbital gap: 6.6 eV.

Structure (ORCA input):
```
! RIJCOSX wB97M-V def2-TZVPD def2/J DEFGRID3
* xyz -1 1
C 5.6041 -1.6437 -3.4578
C 4.2021 -2.2447 -3.3774
N 3.2114 -1.8888 -4.4054
C 1.8701 -2.4336 -4.1340
C 1.7326 -3.5843 -3.1454
C 1.4980 -3.1748 -1.6968
C 0.2610 -2.3295 -1.4839
C -0.1539 -2.2107 -0.0162
O -1.3328 -2.9290 0.2971
C -2.5035 -2.1562 0.2844
C 3.2208 -0.4640 -4.8069
C 1.9501 -0.1087 -5.6402
C 0.9225 0.9031 -5.1619
C 0.1492 0.6724 -3.9949
C -0.8378 1.5781 -3.5615
C -1.0778 2.7486 -4.2959
C -0.3453 2.9780 -5.4721
C 0.6467 2.0683 -5.9258
C 1.2942 2.4195 -7.2460
C 3.3813 0.3588 -3.4704
O 2.5081 0.0204 -2.6561
O 4.3214 1.1229 -3.3579
C 4.3728 -0.2330 -5.8201
Br 4.9825 -1.7815 -6.7335
C 4.8480 0.9506 -6.1796
C 4.4271 2.2828 -5.6811
Br 6.2062 1.1671 -7.4787
H 6.0099 -1.6535 -2.4548
H 6.2664 -2.2343 -4.0690
H 5.6374 -0.6219 -3.7990
H 4.3395 -3.3135 -3.4332
H 3.8237 -2.0033 -2.3944
H 1.4354 -2.7615 -5.0726
H 1.2298 -1.6510 -3.7696
H 2.5404 -4.3022 -3.1780
H 0.8458 -4.1324 -3.4444
H 1.3789 -4.0983 -1.1311
H 2.3547 -2.6676 -1.2749
H 0.4986 -1.3320 -1.8348
H -0.5684 -2.6780 -2.0874
H 0.6465 -2.5984 0.6009
H -0.2683 -1.1651 0.2459
H -2.8942 -2.0377 -0.7241
H -3.2442 -2.6659 0.8855
H -2.3342 -1.1746 0.7136
H 2.2813 0.2467 -6.5934
H 1.4188 -1.0152 -5.8854
H 0.3210 -0.1994 -3.4090
H -1.3994 1.3773 -2.6687
H -1.8241 3.4462 -3.9609
H -0.5460 3.8645 -6.0488
H 1.5528 3.4671 -7.2522
H 2.1582 1.8352 -7.5107
H 0.5645 2.2891 -8.0372
H 4.3010 2.9560 -6.5226
H 5.1997 2.6922 -5.0489
H 3.5153 2.2426 -5.1147
C 5.9849 -1.1240 4.0793
C 5.8603 0.1742 3.2855
C 4.4956 0.3573 2.6242
C 4.1359 -0.7082 1.5898
C 5.1306 -0.8403 0.4412
C 5.2550 0.4256 -0.4020
H 5.8569 -1.9982 3.4400
H 6.9664 -1.2036 4.5511
H 5.2305 -1.1700 4.8678
H 6.6481 0.2180 2.5295
H 6.0364 1.0179 3.9595
H 4.4589 1.3431 2.1545
H 3.7258 0.3641 3.4024
H 3.1524 -0.4704 1.1710
H 4.0259 -1.6789 2.0873
H 4.7955 -1.6582 -0.2026
H 6.1130 -1.1403 0.8257
H 4.2954 0.7031 -0.8316
H 5.9440 0.2762 -1.2308
H 5.6321 1.2657 0.1904
C -3.9527 0.2748 4.8258
C -3.2370 -1.0690 4.9346
C -2.1151 -1.0819 5.9718
C -0.9715 -0.1060 5.6893
C -0.2920 -0.2971 4.3348
C 0.3664 -1.6638 4.1674
H -3.2738 1.0696 4.5145
H -4.7581 0.2262 4.0911
H -4.3921 0.5598 5.7847
H -2.8451 -1.3547 3.9550
H -3.9660 -1.8374 5.2057
H -1.7183 -2.0974 6.0488
H -2.5378 -0.8487 6.9549
H -0.2229 -0.2091 6.4814
H -1.3405 0.9212 5.7599
H 0.4657 0.4798 4.2157
H -1.0138 -0.1410 3.5282
H 1.1283 -1.8271 4.9323
H 0.8495 -1.7399 3.1929
H -0.3628 -2.4726 4.2361
C -8.0712 0.2939 5.0237
C -7.4846 1.6839 4.7929
C -8.5209 2.8041 4.8653
C -9.6281 2.7230 3.8132
C -9.1378 2.7104 2.3663
C -8.3775 3.9727 1.9683
H -8.8133 0.0367 4.2666
H -7.2911 -0.4679 4.9874
H -8.5519 0.2330 6.0024
H -6.9696 1.7069 3.8290
H -6.7193 1.8710 5.5495
H -8.0081 3.7661 4.7834
H -8.9836 2.7946 5.8573
H -10.3022 3.5744 3.9515
H -10.2347 1.8307 3.9895
H -10.0039 2.5966 1.7096
H -8.5076 1.8346 2.1912
H -9.0039 4.8583 2.0929
H -8.0658 3.9289 0.9244
H -7.4787 4.1101 2.5704
*
```



# 2
Entry from the OMol25 dataset: C5H7NO2 in the gas phase in a non-equilibrium geometry (ωB97M-V with the def2-TZVPD basis set).

Its SMILES is CC1=C(N)CC(=O)O1. For the energy above the lowest of the compared OMol25 structures with the same formula, charge and spin, the calculation gives 46.67 kcal/mol. As for the orbital gap: 7.9 eV.

Structure (ORCA input):
```
! RIJCOSX wB97M-V def2-TZVPD def2/J DEFGRID3
* xyz 0 1
C -0.0494 2.0519 0.6451
C -0.3736 0.5985 0.4940
C 0.4111 -0.3646 -0.1091
N 1.7477 -0.2078 -0.4880
C -0.2480 -1.7404 -0.0099
C -1.5119 -1.1776 -0.4704
O -2.4420 -1.4184 -1.1440
O -1.6336 0.2246 0.6018
H -0.3751 2.3821 1.6374
H 1.0166 2.2348 0.5019
H -0.6075 2.6399 -0.0929
H 1.9201 0.4512 -1.2331
H 2.3034 -1.0438 -0.5959
H -0.3051 -2.1707 0.9916
H 0.1474 -2.4598 -0.7284
*
```